Molecular formula: C5H9NO
Method: DFT, ωB97M-V/def2-TZVPD

electronic energy: -325.8914 hartree
SMILES: C[C@H]1CN(C)C1=O
relative energy (zero: lowest compared OMol25 entry of this formula, charge and spin): 121.3 kJ/mol
frontier orbital gap: 10.301 eV

CARTESIAN COORDINATES (ANGSTROEM)
C 0.088 1.928 1.380
C -0.320 0.585 0.806
C -0.551 0.439 -0.729
N 0.398 -0.685 -0.719
C 0.308 -1.906 -1.482
C 0.567 -0.637 0.647
O 0.963 -1.447 1.449
H 0.801 2.456 0.737
H 0.539 1.797 2.367
H -0.789 2.578 1.500
H -1.033 0.076 1.465
H -1.554 0.150 -1.066
H -0.202 1.286 -1.338
H 0.921 -2.657 -0.976
H -0.730 -2.267 -1.515
H 0.669 -1.772 -2.505

Molecular formula: C2H3BrI2
Method: DFT, ωB97M-V/def2-TZVPD

electronic energy: -3247.2637 hartree
relative energy (zero: lowest compared OMol25 entry of this formula, charge and spin): 312.5 kJ/mol
frontier orbital gap (alpha / beta): 8.057 / 7.526 eV

CARTESIAN COORDINATES (ANGSTROEM)
C 1.168 0.770 0.543
C -1.081 -0.854 -0.132
Br -2.529 0.060 0.633
I 1.967 1.061 -1.314
I -0.900 -0.852 -2.205
H 0.635 1.594 0.981
H 1.633 0.033 1.170
H -0.892 -1.813 0.324

Molecular formula: H9O4
Method: DFT, ωB97M-V/def2-TZVPD

electronic energy: -306.0929 hartree
relative energy (zero: lowest compared OMol25 entry of this formula, charge and spin): 88.1 kJ/mol
frontier orbital gap: 12.522 eV
charge: +1

CARTESIAN COORDINATES (ANGSTROEM)
O -0.095 -0.015 -0.325
H 0.475 0.684 -0.698
H 0.204 -0.908 -0.623
H 0.057 0.055 0.708
O 0.517 0.259 2.047
H 0.322 -0.455 2.674
H 0.274 1.040 2.568
O -0.431 -2.620 -0.980
H -0.555 -3.249 -1.695
H -0.133 -3.069 -0.187
O -0.284 2.364 -1.144
H -0.750 3.056 -1.628
H 0.400 2.858 -0.717

Molecular formula: C5H13O2PSi
Method: DFT, ωB97M-V/def2-TZVPD

electronic energy: -979.4597 hartree
spin multiplicity: 3
<S²>: 2.013
frontier orbital gap (alpha / beta): 6.379 / 6.822 eV

CARTESIAN COORDINATES (ANGSTROEM)
C -1.002 0.270 0.842
C -1.723 0.787 -1.472
C 1.776 -2.341 -1.092
C -1.827 1.238 -0.009
C 1.778 -1.509 0.184
O -0.842 0.649 2.145
O 1.593 1.703 1.984
Si 0.757 -0.064 -0.028
P 0.257 1.867 2.758
H -1.507 -0.759 1.036
H -2.515 1.209 -1.984
H -1.920 -0.322 -1.492
H -0.755 1.073 -1.878
H 0.746 -2.610 -1.306
H 2.132 -1.658 -2.013
H 2.217 -3.328 -0.936
H -2.853 1.310 0.421
H -1.386 2.194 0.171
H 2.869 -1.513 0.749
H 1.254 -2.037 0.944
H 1.405 0.868 -1.080
H -0.453 2.972 2.059